[1]
{
  "formula": "C4H9P",
  "method": "ωB97M-V with the def2-TZVPD basis set",
  "symbols": ["C", "C", "C", "C", "P", "H", "H", "H", "H", "H", "H", "H", "H", "H"],
  "positions_angstrom": [[1.470, -0.249, 0.004], [0.426, -0.767, 0.560], [1.659, 0.992, -0.881], [-2.132, -0.589, -0.986], [-1.062, 0.182, 0.367], [2.450, -0.611, 0.378], [-2.480, -1.506, -1.438], [1.165, 1.900, -0.454], [1.158, 0.770, -1.891], [2.743, 1.146, -1.132], [-2.958, 0.044, -0.566], [-1.819, -0.072, -1.927], [-1.950, -0.148, 1.463], [-1.051, 1.723, 0.234]],
  "forces_ev_per_a": [[5.34, 0.58, -0.49], [-3.76, 1.42, -0.50], [-0.78, -0.92, -1.57], [-0.15, 4.27, -0.82], [0.31, -2.52, 2.47], [-0.33, 0.21, -0.02], [0.41, -1.09, 1.39], [0.69, -0.62, -0.27], [0.46, 0.61, 1.12], [-1.11, 0.04, 0.56], [-0.44, -0.75, -1.14], [-0.14, 0.17, 0.62], [0.11, 0.39, -0.59], [-0.59, -1.78, -0.75]],
  "s_squared": 2.007,
  "multiplicity": 3,
  "largest_force_ev_per_a": 5.4,
  "homo_ev": [-4.34, -9.30],
  "e_above_lowest_kcal_mol": 104.6,
  "gap_ev": [5.198, 8.038],
  "molar_mass_g_mol": 88.090
}

[2]
{
  "formula": "C18H28N3O4",
  "method": "ωB97M-V with the def2-TZVPD basis set",
  "symbols": ["C", "C", "O", "C", "C", "C", "C", "C", "N", "C", "C", "N", "C", "O", "C", "C", "C", "C", "C", "C", "O", "C", "C", "O", "N", "H", "H", "H", "H", "H", "H", "H", "H", "H", "H", "H", "H", "H", "H", "H", "H", "H", "H", "H", "H", "H", "H", "H", "H", "H", "H", "H", "H"],
  "positions_angstrom": [[3.631, -3.134, -0.047], [4.932, -2.353, -0.005], [4.870, -1.115, -0.686], [4.712, 0.034, 0.115], [3.247, 0.474, 0.275], [2.872, 1.693, -0.570], [1.645, 2.415, 0.009], [0.755, 3.089, -1.052], [-0.622, 2.573, -0.970], [-1.532, 3.182, -0.249], [-2.809, 2.645, -0.141], [-3.792, 3.306, 0.608], [-3.761, 3.269, 1.834], [-3.773, 3.318, 2.994], [-3.066, 1.487, -0.837], [-2.024, 0.900, -1.558], [-2.190, -0.400, -2.276], [-2.894, -1.474, -1.445], [-1.854, -2.312, -0.679], [-2.372, -2.895, 0.635], [-1.578, -2.388, 1.722], [-1.918, -1.115, 2.046], [-3.284, -0.919, 2.644], [-1.158, -0.214, 1.874], [-0.827, 1.441, -1.624], [3.669, -3.959, 0.660], [2.774, -2.521, 0.222], [3.461, -3.533, -1.043], [5.707, -2.944, -0.489], [5.258, -2.217, 1.029], [5.278, 0.822, -0.380], [5.168, -0.112, 1.095], [3.057, 0.692, 1.325], [2.615, -0.357, -0.024], [2.637, 1.373, -1.584], [3.712, 2.382, -0.611], [1.045, 1.682, 0.547], [1.956, 3.167, 0.729], [1.098, 2.902, -2.062], [0.684, 4.160, -0.893], [-1.263, 4.099, 0.249], [-4.047, 1.043, -0.807], [-1.193, -0.758, -2.518], [-2.677, -0.229, -3.236], [-3.611, -1.069, -0.733], [-3.471, -2.118, -2.104], [-0.994, -1.682, -0.466], [-1.527, -3.120, -1.328], [-3.422, -2.654, 0.794], [-2.281, -3.975, 0.653], [-3.939, -0.474, 1.898], [-3.192, -0.249, 3.490], [-3.715, -1.861, 2.967]],
  "forces_ev_per_a": [[-0.07, 0.07, -0.01], [0.01, -0.30, 0.07], [0.09, 0.04, -0.09], [-0.12, 0.01, -0.14], [0.31, 0.17, -0.07], [-0.29, 0.00, 0.23], [0.02, -0.18, -0.28], [0.24, 0.17, 0.39], [-0.08, -0.46, -0.54], [-0.08, 0.34, 0.29], [-0.48, -0.32, -0.33], [0.31, -0.44, 0.29], [-0.04, 0.52, 1.29], [-0.15, -0.17, -1.28], [-0.01, 0.46, 0.26], [-0.06, -0.28, -0.04], [0.03, -0.15, -0.15], [0.20, -0.38, 0.01], [-0.59, 0.03, -0.25], [0.27, -0.14, -0.09], [-0.08, -0.08, 0.00], [-0.48, -0.40, 0.18], [0.00, -0.29, -0.02], [0.70, 0.82, -0.17], [0.48, 0.36, 0.19], [0.05, -0.16, 0.00], [-0.04, 0.10, 0.08], [-0.07, -0.04, -0.10], [0.10, 0.00, -0.08], [-0.02, 0.21, 0.10], [0.06, 0.10, -0.04], [0.05, -0.13, 0.09], [-0.09, 0.01, 0.11], [-0.16, -0.11, 0.17], [0.18, -0.04, -0.17], [0.09, 0.10, -0.15], [-0.13, -0.05, 0.08], [0.02, 0.01, 0.16], [-0.02, -0.08, -0.13], [0.01, 0.13, -0.08], [0.14, 0.10, 0.02], [-0.11, -0.04, -0.03], [0.10, 0.04, -0.13], [-0.24, 0.14, 0.01], [-0.08, 0.25, -0.02], [-0.08, -0.03, -0.04], [0.18, -0.07, 0.17], [0.23, -0.02, -0.07], [-0.13, 0.01, 0.03], [0.11, -0.09, 0.18], [-0.13, 0.14, 0.00], [-0.04, 0.16, 0.06], [-0.08, -0.05, 0.05]],
  "multiplicity": 1,
  "largest_force_ev_per_a": 1.4,
  "charge": 1,
  "smiles": "CCOCCCCC[n+]1cc(N=C=O)cc(CCCCOC(C)=O)n1",
  "homo_ev": -11.58,
  "e_above_lowest_kcal_mol": 103.0,
  "gap_ev": 7.023,
  "molar_mass_g_mol": 350.439
}

[3]
{
  "formula": "C3H9N2O2",
  "method": "ωB97M-V with the def2-TZVPD basis set",
  "symbols": ["C", "C", "C", "N", "N", "O", "O", "H", "H", "H", "H", "H", "H", "H", "H", "H"],
  "positions_angstrom": [[-1.724, -1.094, -0.150], [-0.597, 1.092, -0.396], [2.205, 0.196, 0.563], [-1.437, 0.300, 0.197], [1.219, 0.362, -0.225], [-0.453, 2.232, 0.171], [3.384, -0.167, 0.212], [-1.149, -1.307, -1.105], [-1.370, -1.648, 0.740], [-0.582, 1.046, -1.555], [2.017, 0.131, 1.667], [-1.463, 0.482, 1.152], [-2.899, -1.173, -0.489], [1.621, 0.106, -1.144], [0.150, 2.834, -0.207], [4.091, 0.133, 0.833]],
  "forces_ev_per_a": [[-1.65, 0.56, -2.15], [-0.66, -0.55, -3.74], [-2.45, -0.28, 3.22], [-0.41, -0.92, -0.63], [2.04, -0.99, -1.42], [-0.96, 0.82, 2.11], [2.53, 0.19, -0.82], [-0.52, -0.21, 1.36], [-0.68, -0.44, -0.97], [0.41, -0.18, 2.00], [0.10, 0.87, -0.80], [-0.53, 0.45, 2.02], [3.01, -0.18, 1.42], [-0.61, 0.51, -0.15], [1.15, 0.97, -1.04], [-0.78, -0.61, -0.41]],
  "multiplicity": 1,
  "largest_force_ev_per_a": 4.1,
  "charge": 1,
  "homo_ev": -14.57,
  "e_above_lowest_kcal_mol": 68.8,
  "gap_ev": 11.666,
  "molar_mass_g_mol": 105.117
}